1.
This record from the Open Molecules 2025 dataset describes a structure of composition C18H33N4O2PReSi in a non-equilibrium geometry. The level of theory is ωB97M-V/def2-TZVPD.

Last column: Löwdin charge in e.
Element x y z (Å)
Re -0.2336 -0.0457 -0.6381  0.984
Si 0.4800 -2.2644 -0.6107  0.446
P 0.5734 1.2942 -2.2613  0.642
N -1.9150 0.4232 -0.7856  -0.216
H 3.0196 1.6141 0.0943  0.078
C 0.9150 3.0760 -1.9944  -0.242
H 1.3388 3.5609 -2.8725  0.049
H 1.6114 3.2479 -1.1812  0.031
H 0.0150 3.6306 -1.7483  0.043
C 2.0970 0.8415 -3.1404  -0.237
H 2.2483 1.4709 -4.0163  0.050
H 2.0425 -0.1879 -3.4828  0.040
H 2.9816 0.9298 -2.5157  0.036
C -0.5744 1.4693 -3.6783  -0.260
H -0.1370 2.0527 -4.4885  0.044
H -1.5052 1.9449 -3.3722  0.044
H -0.8237 0.4836 -4.0651  0.040
C 2.1213 -2.8217 -1.2811  -0.217
H 2.7994 -3.0622 -0.4556  0.037
H 2.5737 -2.0842 -1.9542  0.014
H 1.8861 -3.7257 -1.8582  0.022
H -0.5090 -3.0320 -1.4043  -0.039
H -0.1203 -0.8730 -2.0911  -0.023
C -3.2484 0.4856 -0.8507  -0.383
C -5.4002 1.3961 -0.1311  -0.099
C -4.0058 1.4568 -0.1198  -0.054
C -3.9000 -0.5508 -1.5891  -0.055
C -5.2840 -0.6307 -1.6091  -0.102
C -6.0081 0.3458 -0.8791  -0.118
H -5.9984 2.1543 0.4223  0.107
H -3.4237 2.2138 0.4147  0.091
H -3.2204 -1.2470 -2.0960  0.103
H -5.7692 -1.4425 -2.1989  0.110
H -7.0997 0.2888 -0.8984  0.087
C 2.9284 0.6746 0.6121  -0.574
O 1.8694 -0.2115 0.2434  -0.411
C 2.8255 1.2434 2.0049  -0.058
H 3.8055 1.6167 2.3298  0.081
H 2.4139 0.6134 2.7840  0.069
H 2.1362 2.0774 1.8691  0.065
C 4.3280 0.2442 0.1774  -0.072
H 4.8494 1.2159 0.1054  0.078
H 4.2539 -0.1363 -0.8447  0.059
H 4.9837 -0.3995 0.7832  0.076
C 0.7982 -3.4774 3.5656  -0.014
N 0.2501 -2.1737 3.2546  -0.062
C -0.2171 -1.3618 4.2579  -0.112
C -0.7292 -0.1448 3.9052  -0.045
C -0.7090 0.2610 2.5587  -0.404
N -0.4321 -0.6685 1.6058  0.042
C 0.0387 -1.8441 1.9713  -0.423
O 0.4156 -2.7490 1.0874  -0.110
N -0.9241 1.5408 2.1589  0.117
H 1.6182 -3.7491 2.9118  0.092
H 0.0424 -4.2602 3.4906  0.099
H 1.1688 -3.4840 4.5885  0.089
H -0.1318 -1.7833 5.2623  0.107
H -1.1217 0.5288 4.6560  0.105
H -1.2218 2.2323 2.8253  0.100
H -0.7663 1.7814 1.1721  0.054

Computed properties:
E in a.u.: -1784.22756
ΔE to the lowest compared entry with this formula, charge and spin in kcal/mol: 0.0
Multiplicity: 4
Frontier orbital gap (spin up / spin down) in eV: 5.306 / 7.076
⟨S²⟩: 3.80


2.
This record from the Open Molecules 2025 dataset describes a structure of composition C5H8O2 in a non-equilibrium geometry. The level of theory is ωB97M-V/def2-TZVPD.

Last column: Löwdin charge in e.
Element x y z (Å)
O 2.0199 -0.3707 1.4226  -0.020
C 1.2566 0.4681 0.5929  -0.352
C 0.7949 -0.1160 -0.7709  -0.077
C -0.6596 0.1788 -0.4474  -0.196
C -1.8054 -0.6271 -0.7763  -0.424
O -1.7070 -1.7394 -1.2712  -0.004
C -0.2404 0.7083 0.9743  -0.031
H 1.6507 -1.2633 1.3817  0.098
H 1.8415 1.3918 0.5176  0.147
H 1.0477 -1.1648 -0.9525  0.124
H 1.1042 0.4807 -1.6302  0.119
H -2.7701 -0.1335 -0.4977  0.134
H -1.4422 0.5103 -1.6050  0.248
H -0.5453 -0.0203 1.7491  0.129
H -0.5455 1.6971 1.3131  0.106

Computed properties:
E in a.u.: -345.65960
ΔE to the lowest compared entry with this formula, charge and spin in kcal/mol: 91.2
Multiplicity: 1
Frontier orbital gap in eV: 9.867


3.
This record from the Open Molecules 2025 dataset describes a cluster of 2 separate species, C3H11N5 in total in a non-equilibrium geometry. The level of theory is ωB97M-V/def2-TZVPD.

Last column: Löwdin charge in e.
Element x y z (Å)
C -0.8779 0.8014 -0.4574  -0.069
C -1.0803 -1.3349 -1.7083  -0.070
N -0.3717 -0.1071 -1.4623  -0.280
N 0.5077 0.2390 -2.3864  -0.082
N 0.9505 1.4249 -2.3543  0.005
H 1.4623 1.5893 -3.2243  0.034
H -0.4494 1.7837 -0.6478  0.060
H -1.9651 0.8893 -0.4529  0.083
H -2.1409 -1.1569 -1.9017  0.082
H -0.9777 -1.9930 -0.8418  0.065
H -0.6281 -1.8420 -2.5577  0.080
H -0.6173 0.4280 0.5358  0.026
C 1.0337 0.5944 2.9313  -0.115
N 1.2876 -0.6054 2.0787  -0.112
N 0.2781 -1.1954 1.6483  0.024
H 0.5838 -2.1306 1.3343  0.063
H 1.7534 1.3676 2.6606  0.069
H -0.0027 0.9327 2.8441  0.064
H 1.2540 0.3149 3.9619  0.072

Computed properties:
E in a.u.: -394.54876
ΔE to the lowest compared entry with this formula, charge and spin in kcal/mol: 85.9
SMILES: [H]/N=N/N(C)C.[H]/N=N/C
Multiplicity: 1
Frontier orbital gap in eV: 9.381


4.
This record from the Open Molecules 2025 dataset describes a structure of composition C3H3NO3P in a non-equilibrium geometry. The level of theory is ωB97M-V/def2-TZVPD.

Last column: Löwdin charge in e.
Element x y z (Å)
C 0.3417 -0.3803 -0.0918  -0.302
C 1.7707 -0.8625 0.0226  -0.621
C -1.9608 -0.0286 -0.0855  -0.142
N -0.7775 -0.8552 0.2226  -0.042
O 2.2757 -1.9639 0.0727  0.040
O 2.5154 0.2306 -0.1355  -0.226
O 0.9556 2.1738 0.7285  -0.535
P 1.2481 1.3685 -0.4542  0.610
H -2.6972 -0.8491 -0.2358  0.069
H -1.6902 0.6732 -0.9229  0.075
H -1.9816 0.4933 0.8792  0.075

Computed properties:
E in a.u.: -738.00781
ΔE to the lowest compared entry with this formula, charge and spin in kcal/mol: 15.8
Multiplicity: 1
Charge: -1
Frontier orbital gap in eV: 7.371


Among the records above, which one has the highest multiplicity?
C18H33N4O2PReSi


What is the ΔE to the lowest compared entry with this formula, charge and spin in the fourth record?
15.8 kcal/mol